Computed, not measured: C43H65BrFN2P2Si3TeV as an isolated structure at a distorted geometry, with ωB97M-V/def2-TZVPD.

Each line ends with the Löwdin charge.
Atoms and positions in Å:
1 C 3.4250 -3.2452 -3.4781  -0.102
2 C 3.5003 2.3789 -2.4934  -0.106
3 C 4.5081 -1.7591 -5.1647  -0.095
4 H 2.0125 -2.5654 -5.6179  0.085
5 H 1.1935 -1.9389 -4.1793  0.050
6 C -5.0136 2.6736 1.4275  -0.101
7 C -3.8162 -3.2452 6.2799  -0.110
8 H -5.6862 0.6171 5.1071  0.097
9 Si -1.9065 1.1861 -2.1997  0.272
10 V -0.9475 -0.4685 1.3820  0.287
11 C -7.1379 1.7306 0.8036  -0.097
12 Te -2.1224 -2.7656 0.7757  0.781
13 H -1.0606 2.0575 4.1815  0.109
14 C 5.2702 1.4747 -3.9865  -0.091
15 C 6.1496 -1.3779 -1.9918  -0.091
16 H 4.4426 -2.6240 -5.8370  0.084
17 C 2.8798 1.4795 -4.7067  -0.104
18 C -1.8798 3.2822 0.5745  -0.263
19 H 5.9795 1.4294 -3.1577  0.061
20 P -0.5806 -1.3712 3.5314  0.908
21 C -1.6504 -0.3374 -3.2657  -0.200
22 H -4.5775 0.0791 -0.6922  0.099
23 H 1.8368 1.2942 -4.4397  0.063
24 C -4.6733 0.9494 4.9102  -0.091
25 H 5.5830 0.7484 -4.7386  0.064
26 N -1.9242 0.7153 -0.5596  -0.270
27 H 4.3952 -3.4821 -3.0420  0.062
28 H 6.6042 -0.6212 -2.6362  0.065
29 H 1.0450 -3.0594 -0.5370  -0.019
30 C -0.5311 3.4126 0.9252  -0.071
31 C 2.4214 -2.5866 2.5861  -0.197
32 C -1.6200 -2.3734 5.8437  -0.140
33 C 3.8229 1.2687 -3.5126  -0.618
34 C 4.2715 -2.0322 -0.4766  -0.126
35 H -1.2169 -1.1492 -2.6769  -0.011
36 H 3.4797 3.3397 -3.0221  0.086
37 H 6.8518 -1.5747 -1.1714  0.086
38 C -2.0811 1.7584 4.3884  -0.060
39 H 0.6019 -4.7324 -0.1851  0.023
40 H -4.6579 0.1715 2.9081  0.112
41 Br 1.5462 -0.4139 -1.7731  0.658
42 H 2.6596 -3.3642 -2.7056  0.070
43 H 1.8648 -0.8254 -5.3625  0.057
44 C -4.3524 1.7585 0.6096  -0.280
45 H 3.1375 0.8495 -5.5587  0.061
46 C 5.0602 0.2907 -0.4961  -0.099
47 H 3.2261 -3.9919 -4.2580  0.086
48 H -0.9803 -0.1311 -4.1089  0.016
49 Si 3.5479 -0.4795 -2.7797  0.453
50 H -4.4418 3.3854 2.0120  0.114
51 H -0.6137 -2.1504 6.1832  0.080
52 F 0.7597 0.2978 1.2833  -0.522
53 H -3.3268 2.4014 -3.7781  0.030
54 H 5.0169 -2.2100 0.3104  0.088
55 H -3.5655 -2.1162 3.0994  0.003
56 H 3.3420 -1.7377 0.0116  0.036
57 C -3.5079 1.9767 -2.7837  -0.181
58 C 4.8030 -0.9239 -1.4005  -0.618
59 H 5.5052 -1.7674 -4.7176  0.066
60 H 0.2980 2.2898 -1.9781  -0.017
61 H 6.0625 -2.2989 -2.5696  0.060
62 H -6.9018 3.3743 2.1645  0.099
63 H -4.5321 -3.7009 6.9536  0.091
64 H 2.4014 -1.5331 2.2834  0.022
65 C 0.4575 -4.9263 2.8903  -0.180
66 C -1.9315 5.6231 -0.0167  -0.095
67 H 2.5283 2.2426 -2.0231  0.036
68 C -6.3994 2.6645 1.5194  -0.086
69 C -2.6520 2.0133 5.6289  -0.098
70 H 4.4253 -0.8637 -5.7827  0.062
71 C 1.2394 -3.9041 0.1305  -0.215
72 C 2.0327 -1.7741 -4.8566  -0.119
73 H 1.1701 -5.7453 2.7390  0.029
74 C -3.9535 1.6076 5.8991  -0.113
75 C -3.2621 -2.3658 4.1034  -0.149
76 H 5.6704 -0.0343 0.3558  0.087
77 C -4.1744 -2.9566 4.9690  -0.092
78 P -2.5336 1.5791 0.6323  0.706
79 H 4.0997 -2.9773 -0.9871  0.054
80 H -0.5363 -5.2713 2.5899  0.022
81 H 5.3594 2.4724 -4.4343  0.086
82 C -0.5997 2.4784 -2.5678  -0.183
83 C 0.1051 4.6384 0.8022  -0.080
84 C -0.5943 5.7457 0.3320  -0.101
85 H -4.3288 1.2576 -2.8614  0.020
86 H 2.4321 -2.6187 3.6774  0.021
87 C -1.9607 -2.0822 4.5187  -0.421
88 C -4.0957 0.6946 3.6732  -0.080
89 C 3.3814 -1.8490 -4.1198  -0.621
90 C -5.1001 0.8154 -0.0913  -0.090
91 H 2.2886 -4.1998 0.0149  0.023
92 H -4.3967 1.7943 6.8696  0.088
93 H -3.8390 2.7891 -2.1290  0.014
94 H 0.4251 -4.6835 3.9570  0.028
95 H 1.1518 4.7296 1.0669  0.101
96 N -0.4544 -2.2900 2.0274  -0.888
97 H -2.4774 6.4821 -0.3876  0.096
98 H 4.2444 2.4576 -1.7052  0.059
99 H 0.0137 2.5393 1.2770  0.091
100 H 3.3382 -3.0480 2.2040  0.021
101 H 2.9565 2.5230 -5.0353  0.086
102 H -3.6116 4.3017 -0.1885  0.093
103 H -2.0755 2.5245 6.3907  0.092
104 C -2.7839 1.0815 3.3875  -0.322
105 H 5.6127 1.0795 -1.0085  0.060
106 H -7.0590 0.0652 -0.5497  0.099
107 C -2.1290 0.7709 2.0944  -0.423
108 H -0.9634 3.4800 -2.3095  0.024
109 C -6.4865 0.8019 0.0012  -0.083
110 Si 0.9144 -3.4278 1.8995  0.238
111 C -2.5720 4.3929 0.1021  -0.099
112 C -2.5365 -2.9399 6.7222  -0.108
113 H -2.6050 -0.6869 -3.6746  0.023
114 H -0.0962 6.7035 0.2384  0.094
115 H 4.1330 0.7101 -0.0962  0.085
116 H -2.2466 -3.1512 7.7448  0.091
117 H -5.1763 -3.1777 4.6180  0.098
118 H -0.3284 2.4781 -3.6303  0.024
119 H -8.2191 1.7192 0.8812  0.095

Force components x, y, z for each atom (eV/Å):
C -0.036 -0.047 -0.036
C -0.017 0.041 -0.084
C -0.012 -0.071 0.001
H -0.015 0.053 0.042
H 0.043 -0.005 -0.008
C -0.018 0.050 -0.051
C 0.019 0.013 -0.042
H 0.004 -0.004 -0.009
Si 0.166 -0.157 -0.014
V -0.182 0.876 -0.864
C 0.041 0.003 0.013
Te 0.191 -0.333 -0.099
H 0.023 0.012 0.014
C 0.014 0.074 -0.008
C 0.033 0.014 0.070
H 0.004 0.041 0.027
C 0.017 0.084 -0.035
C 0.055 0.068 0.024
H -0.024 0.011 -0.025
P 0.205 -0.017 -0.008
C 0.060 -0.104 -0.151
H -0.018 0.015 0.010
H 0.015 0.018 0.018
C 0.059 -0.010 -0.058
H -0.019 -0.005 0.007
N -0.025 0.073 0.575
H 0.003 0.005 -0.002
H -0.026 -0.020 0.027
H 0.052 -0.069 0.005
C -0.032 0.038 0.008
C 0.180 0.195 0.114
C -0.083 -0.002 0.036
C 0.003 0.102 0.034
C 0.082 0.025 0.028
H -0.028 0.021 -0.035
H 0.013 -0.033 0.023
H -0.033 0.017 -0.043
C 0.044 -0.023 0.118
H 0.010 0.042 -0.024
H -0.021 -0.029 0.041
Br 0.091 0.046 0.036
H 0.040 0.028 -0.046
H 0.021 -0.007 -0.002
C -0.003 0.008 -0.113
H -0.002 -0.003 0.016
C 0.044 0.003 0.051
H 0.012 0.033 0.057
H -0.060 -0.048 0.066
Si -0.091 -0.153 0.080
H -0.013 -0.005 -0.001
H -0.011 -0.024 -0.007
F -0.056 -0.231 -0.171
H -0.061 -0.020 0.026
H -0.057 -0.002 -0.050
H -0.008 0.026 -0.030
H 0.039 0.009 -0.024
C -0.210 0.072 -0.021
C 0.066 -0.059 -0.001
H -0.033 -0.009 0.001
H 0.025 0.017 -0.036
H -0.010 0.000 0.021
H 0.009 0.011 0.002
H -0.005 0.008 0.004
H 0.058 -0.067 0.025
C -0.050 -0.266 0.186
C 0.006 -0.073 0.018
H -0.041 -0.007 -0.012
C 0.045 -0.045 -0.034
C -0.008 -0.030 -0.065
H -0.008 -0.008 0.017
C -0.035 -0.018 -0.263
C -0.021 -0.044 -0.052
H -0.061 0.071 0.028
C 0.040 -0.007 -0.070
C -0.097 0.026 0.119
H -0.032 0.036 -0.035
C 0.076 0.026 -0.013
P -0.216 0.003 0.150
H 0.000 0.016 -0.016
H 0.052 -0.035 0.029
H 0.001 -0.040 0.005
C 0.135 0.160 -0.039
C -0.054 -0.027 -0.025
C -0.020 -0.028 0.016
H 0.047 0.063 -0.009
H 0.020 0.026 -0.051
C -0.016 -0.070 -0.011
C -0.091 -0.007 0.043
C 0.005 -0.008 -0.065
C -0.048 -0.031 0.036
H -0.098 -0.018 0.022
H -0.004 0.002 -0.001
H 0.030 -0.026 -0.072
H -0.021 -0.035 -0.067
H -0.017 -0.004 0.003
N 0.265 -0.970 0.230
H -0.005 -0.003 0.004
H 0.013 -0.021 0.005
H -0.024 0.022 -0.016
H -0.057 0.022 0.049
H -0.010 -0.042 -0.007
H -0.002 0.005 0.007
H 0.013 0.009 0.002
C 0.199 0.102 -0.283
H -0.015 -0.008 0.013
H 0.019 0.000 0.010
C -0.545 0.212 0.668
H 0.036 -0.074 -0.008
C 0.077 0.030 0.003
Si -0.263 0.451 0.052
C 0.081 0.040 -0.034
C 0.028 0.040 -0.082
H 0.065 0.006 0.052
H -0.002 -0.013 -0.006
H 0.035 -0.039 -0.021
H -0.002 0.001 -0.008
H 0.019 0.008 0.014
H -0.004 0.028 0.070
H 0.030 0.001 -0.007

For the LUMO energy (spin up / spin down), the calculation gives 2.29 / 2.29 eV. The calculation puts the electronic energy at -7224.424295 Eh. Its orbital gap (spin up / spin down) is 6.67 / 6.57 eV. As for the spin multiplicity: 2. As for the expectation value of S²: 0.8145. As for the charge: -1. The value obtained for the HOMO energy (spin up / spin down) is -4.376 / -4.281 eV.